Computed, not measured: C24H23CaN14O2 as an isolated structure, with ωB97M-V with the def2-TZVPD basis set.

Structure (XYZ):
```
64
Properties=species:S:1:pos:R:3
Ca -0.61175 0.37607 0.19885
C -2.68824 -3.34557 -1.51111
C -1.72556 -4.34560 -1.25793
C -0.65561 -4.08199 -0.46121
C -0.50294 -2.79652 0.15759
N -1.41868 -1.81292 -0.15208
C -2.45999 -2.12032 -0.94665
N 0.51577 -2.60421 0.99593
C 0.42938 -1.46340 1.75695
N 1.24733 -0.29544 1.57771
C 0.78185 0.79005 2.39416
N 1.24184 2.06626 2.23412
C 0.31720 2.93415 1.77889
C 0.62575 4.32900 1.77643
C -0.29643 5.23897 1.36065
C -1.56482 4.81190 0.92085
C -1.78373 3.46228 0.89721
N -0.89908 2.52862 1.28846
C -0.30029 0.28167 3.07160
C -1.19902 0.90365 3.99930
C -2.21537 0.17207 4.50552
C -2.42357 -1.21096 4.12036
C -1.61164 -1.82968 3.23556
C -0.51202 -1.09205 2.68480
H -3.55051 -3.51861 -2.13788
H -1.83959 -5.33038 -1.69837
H 0.09576 -4.82689 -0.23613
H -3.14572 -1.30254 -1.15495
H 1.60962 4.61787 2.11921
H -0.05163 6.29507 1.36530
H -2.32039 5.50450 0.58030
H -2.73026 3.07878 0.52292
H -1.04782 1.93684 4.28423
H -2.89323 0.61946 5.22228
H -3.24988 -1.75401 4.56298
H -1.76133 -2.86249 2.94754
C 2.54366 -2.39490 -1.68581
O 1.60348 -1.38768 -2.02499
C 0.77928 -1.75037 -3.11118
C 0.09588 -0.53470 -3.67333
O -1.06005 -0.18272 -2.93778
C -1.72834 0.88754 -3.57494
H 2.20839 -3.37916 -2.02686
H 2.64284 -2.42794 -0.60236
H 3.51203 -2.17031 -2.14557
H 0.03667 -2.50006 -2.80787
H 1.39259 -2.18032 -3.91645
H -0.19662 -0.75083 -4.71165
H 0.80043 0.30689 -3.68553
H -2.09188 0.57030 -4.56113
H -1.07984 1.75895 -3.68369
H -2.57868 1.16821 -2.95526
N 3.24910 1.37951 -0.39387
C 3.40640 0.26525 0.37415
N 4.60148 -0.27972 0.49213
N 4.48220 -1.28593 1.38792
N 3.29890 -1.38075 1.82660
N 2.56600 -0.41947 1.18697
C 2.10641 1.89593 -0.97155
N 2.07626 3.03296 -1.64355
N 0.77682 3.16450 -1.98850
N 0.09584 2.16095 -1.54786
N 0.93420 1.31175 -0.90869
H 4.12115 1.76851 -0.71271
```

Calculated values
- total charge = -1
- HOMO level (eV) = -3.66
- relative energy (zero: lowest compared OMol25 entry of this formula, charge and spin) (eV) = 4.647
- orbital gap (eV) = 6.11

These are the Löwdin partial charges, in e, on atoms 1 to 8: 1.44, -0.12, -0.11, -0.04, -0.39, -0.04, -0.19, 0.11

Computed, not measured: one molecule with the formula C3H5NO, with ωB97M-V with the def2-TZVPD basis set.

Structure (XYZ):
```
10
Properties=species:S:1:pos:R:3
O 2.17113 -0.74268 -0.39693
C 1.55016 0.21666 0.00544
N 0.26519 0.10108 0.47757
C -1.03504 0.61949 0.13514
C -0.66516 -0.82034 -0.08740
H 1.99784 1.21766 0.10822
H -1.66577 0.86422 0.98962
H -1.15663 1.29046 -0.71651
H -0.44943 -1.15081 -1.10381
H -1.01228 -1.59573 0.58865
```

Calculated values
- HOMO level (eV) = -9.85
- relative energy (zero: lowest compared OMol25 entry of this formula, charge and spin) (eV) = 1.392
- orbital gap (eV) = 10.79
- structure (SMILES) = O=CN1CC1

These are the Löwdin partial charges, in e, on atoms 1 to 8: 0.04, -0.33, -0.08, -0.09, -0.11, 0.13, 0.10, 0.11

Computed, not measured: C27H30NO6RhS2 as an isolated structure, with ωB97M-V with the def2-TZVPD basis set.

Structure (XYZ):
```
67
Properties=species:S:1:pos:R:3
Rh -0.03469 -0.11923 -0.02846
O -2.34837 3.03980 1.16957
C -1.73862 1.98913 1.14959
O -0.93291 1.64570 0.19174
C -1.83661 1.03523 2.33505
C -0.44366 0.71088 2.90006
C -0.55585 0.23144 4.34104
C -1.22749 -1.15137 4.14336
C -1.28385 -1.26521 2.61704
O -0.09493 -0.52416 2.20787
C -2.40957 -0.39320 2.05779
C -2.76081 -0.78265 0.61308
O -3.92640 -0.94998 0.32187
O -1.77785 -1.03098 -0.21436
H -2.44130 1.54517 3.08178
H 0.31971 1.45665 2.69069
H -1.14134 0.91595 4.95177
H 0.43218 0.12918 4.79027
H -2.22741 -1.20262 4.57155
H -0.62987 -1.94670 4.58286
H -1.23798 -2.27052 2.20501
H -3.32946 -0.53878 2.61906
C 3.44784 -5.03829 3.59206
C 1.96540 -4.94516 3.20409
C 1.28010 -6.29263 3.46937
C 1.29279 -3.89408 4.08323
C 1.86221 -4.59292 1.72181
C 2.33262 -5.51454 0.76783
C 2.27248 -5.26497 -0.58504
C 1.74080 -4.05149 -1.00748
S 1.52139 -3.45559 -2.62202
C 0.87782 -1.99056 -1.97659
N 0.82266 -1.93790 -0.66733
C 1.28509 -3.11059 -0.08397
C 1.33729 -3.38891 1.28383
C 0.46333 -0.84174 -2.74719
C 0.53652 -0.75901 -4.13893
C 0.13223 0.40576 -4.75908
C -0.33886 1.46703 -3.98645
C -0.41523 1.38207 -2.60350
C -0.01345 0.21623 -1.96413
H 3.54577 -5.29941 4.64777
H 3.95237 -4.08357 3.42821
H 3.96780 -5.79839 3.00765
H 1.33567 -6.53417 4.53257
H 1.75225 -7.10697 2.92021
H 0.22808 -6.25614 3.18126
H 1.38254 -4.18292 5.13165
H 0.22971 -3.81138 3.84840
H 1.75005 -2.90802 3.97042
H 2.75011 -6.45617 1.09857
H 2.62575 -5.99696 -1.29921
H 0.96574 -2.64547 1.97429
H 0.90165 -1.59555 -4.72493
H 0.17546 0.49319 -5.83638
H -0.66044 2.37756 -4.47730
H -0.79344 2.20633 -2.01555
C 3.38224 -0.37580 1.63198
S 3.19362 0.78493 0.28734
C 3.68697 -0.29589 -1.05417
O 1.71806 1.06710 0.15090
H 4.43437 -0.65598 1.69331
H 2.75849 -1.24950 1.45317
H 3.07654 0.13187 2.54472
H 4.77639 -0.33147 -1.06360
H 3.32292 0.16562 -1.97153
H 3.26779 -1.29158 -0.93236
```

Calculated values
- HOMO level (eV) = -8.46
- relative energy (zero: lowest compared OMol25 entry of this formula, charge and spin) (eV) = 0.233
- orbital gap (eV) = 8.09

These are the Löwdin partial charges, in e, on atoms 1 to 8: 1.18, 0.08, -0.57, -0.14, -0.09, -0.24, -0.08, -0.08

Computed, not measured: C40H37AsN4O2PSSc as an isolated structure, with ωB97M-V with the def2-TZVPD basis set.

Structure (XYZ):
```
87
Properties=species:S:1:pos:R:3
Sc 0.49892 0.23963 2.18702
N -1.79471 0.26866 2.31672
C -2.20745 1.66748 2.63089
C -1.02365 2.52546 3.06735
O -1.12198 3.69146 3.28554
O 0.13537 1.83747 3.12880
H -2.29246 -0.04036 1.48353
H -2.09111 -0.36334 3.05791
H -2.96858 1.69725 3.40923
H -2.63102 2.12879 1.73905
N 1.87345 -3.27760 4.30853
C 0.78131 -3.79100 5.07435
C 1.01504 -4.40503 6.29056
C -0.06570 -4.84903 7.04082
C -1.36231 -4.64537 6.59367
C -1.59135 -4.00011 5.38533
C -0.51193 -3.59631 4.61813
S -0.69611 -2.90063 3.00716
N 0.62695 -1.79166 3.02499
C 1.75713 -2.18300 3.54974
C 2.95255 -1.32201 3.29563
C 4.23362 -1.64472 3.68878
C 5.27069 -0.76519 3.38846
C 4.98729 0.40909 2.72084
C 3.67252 0.66838 2.36362
N 2.67804 -0.17997 2.63411
H 2.78733 -3.51605 4.65984
H 2.02690 -4.54115 6.65340
H 0.11067 -5.34690 7.98388
H -2.19981 -4.98782 7.18485
H -2.60089 -3.83719 5.03122
H 4.45768 -2.56180 4.21447
H 6.28386 -1.00349 3.68243
H 5.76015 1.12309 2.47572
H 3.40515 1.58186 1.84390
C 0.92987 -0.03233 -1.69963
C 0.54984 0.42894 -3.10403
As 0.24845 -1.18651 -4.22802
C -1.41239 -1.66679 -3.29627
C -2.64016 -1.07575 -3.58455
C -3.77228 -1.41451 -2.85550
C -3.68830 -2.33233 -1.81570
C -2.47073 -2.93379 -1.52460
C -1.34374 -2.61234 -2.27363
C -0.51025 -0.34583 -5.80517
C -0.68250 1.02590 -5.96095
C -1.23390 1.53308 -7.13090
C -1.62143 0.67399 -8.14794
C -1.44836 -0.69547 -8.00054
C -0.88707 -1.20171 -6.83841
P 0.66332 1.15391 -0.33755
C 1.92930 2.44388 -0.37916
C 1.94861 3.41114 0.63235
C 2.95060 4.36914 0.65968
C 3.94806 4.36043 -0.30773
C 3.94209 3.39447 -1.30389
C 2.93662 2.43823 -1.34288
C -0.96803 1.90076 -0.61327
C -1.18788 3.27232 -0.51868
C -2.47651 3.77820 -0.63511
C -3.54584 2.92187 -0.84983
C -3.32832 1.55282 -0.96527
C -2.04623 1.03961 -0.84595
H 1.96909 -0.36758 -1.64075
H 0.32464 -0.89838 -1.41240
H 1.33427 1.03621 -3.55510
H -0.36856 1.01668 -3.08753
H -2.71830 -0.35844 -4.39336
H -4.72679 -0.97025 -3.10945
H -4.57644 -2.60570 -1.26028
H -2.40781 -3.68569 -0.74729
H -0.40809 -3.12733 -2.07834
H -0.38893 1.71773 -5.18154
H -1.35922 2.60169 -7.24709
H -2.05136 1.07068 -9.05786
H -1.74161 -1.36899 -8.79473
H -0.74253 -2.27194 -6.73873
H 1.18528 3.42955 1.40323
H 2.94842 5.12311 1.43554
H 4.72735 5.11043 -0.28701
H 4.71545 3.38902 -2.06017
H 2.94403 1.69723 -2.13070
H -0.36381 3.95480 -0.36178
H -2.63975 4.84472 -0.55974
H -4.54766 3.31943 -0.94232
H -4.15377 0.88311 -1.16585
H -1.89232 -0.03030 -0.97411
```

Calculated values
- total charge = +2
- HOMO level (eV) = -12.48
- relative energy (zero: lowest compared OMol25 entry of this formula, charge and spin) (eV) = 0.000
- orbital gap (eV) = 5.91

These are the Löwdin partial charges, in e, on atoms 1 to 8: 1.00, -0.02, -0.09, -0.57, 0.15, -0.16, 0.09, 0.08

Computed, not measured: a 8-piece molecular cluster, C23H54BN2O12 overall, with ωB97M-V with the def2-TZVPD basis set.

Structure (XYZ):
```
92
Properties=species:S:1:pos:R:3
C -4.09356 1.72344 -6.96543
C -3.01082 0.98358 -6.08148
O -2.42080 -0.17277 -6.73325
B -2.01527 -1.16357 -5.85040
O -2.22705 -2.54408 -6.15518
C -1.32277 -0.77987 -4.41895
C -0.39014 0.34367 -4.27283
C 0.16954 0.66351 -2.94222
C 1.11964 1.89038 -2.81539
C 2.50717 1.56492 -2.10750
C 2.80901 2.43386 -0.83247
O 3.75872 1.72175 0.01415
C 3.45529 1.99905 1.36396
C 3.02564 0.82499 2.34177
O 3.51281 3.13710 1.81039
C -0.25066 -0.20116 -1.80660
C 0.26557 0.08801 -0.36928
C -0.89728 -0.07172 0.70348
O -2.06288 0.07580 0.42170
N -0.41571 -0.36207 2.06105
C -1.20109 -1.45724 2.68934
C -0.64023 0.94579 2.78618
C -1.17559 -1.30279 -2.09191
N -1.69134 -1.57743 -3.33922
H -3.88727 2.82358 -6.89498
H -4.16617 1.33932 -8.01295
H -5.10346 1.56495 -6.45243
H -3.47000 0.77773 -5.07833
H -2.17590 1.72709 -5.89684
H -3.08372 -2.76956 -5.73455
H -0.08208 0.97641 -5.13890
H 0.60867 2.75022 -2.28148
H 1.29481 2.26912 -3.86409
H 3.30960 1.76344 -2.87754
H 2.53327 0.45423 -1.91850
H 1.90621 2.66786 -0.20621
H 3.25959 3.40979 -1.17115
H 2.20946 1.11572 3.05016
H 2.70646 -0.03138 1.68968
H 3.90543 0.45365 2.94156
H 0.54222 1.18516 -0.32497
H 1.18744 -0.47502 -0.07638
H -1.57657 -1.15567 3.70670
H -2.09646 -1.78491 2.09749
H -0.55442 -2.37493 2.81913
H -1.71090 1.26209 2.62098
H -0.38340 0.88204 3.87328
H 0.00211 1.69770 2.23374
H -1.51191 -1.93691 -1.23408
H -2.34973 -2.34766 -3.48483
C -7.95860 0.27349 -4.77216
O -7.19060 0.65923 -5.90753
H -7.38868 -0.45417 -4.19615
H -8.16375 1.14645 -4.14807
H -8.89816 -0.17946 -5.09590
H -7.71454 1.30100 -6.40067
C 4.07601 4.22252 5.60209
O 3.41060 2.97131 5.57866
H 3.90379 4.70460 6.56381
H 5.14920 4.07126 5.46432
H 3.68372 4.85948 4.80591
H 3.58134 2.58923 4.71363
C -1.22492 -5.39767 -2.82927
O -0.48447 -4.97132 -3.96690
H -0.64488 -6.14433 -2.29021
H -1.41421 -4.54201 -2.17065
H -2.17123 -5.83921 -3.15106
H -1.02078 -4.31360 -4.42457
C 0.65515 1.28680 7.29161
O 1.13629 0.41775 6.26713
H -0.36113 0.99207 7.55152
H 1.29248 1.20355 8.17457
H 0.65214 2.31486 6.93254
H 2.03440 0.69833 6.05620
C 2.53126 -2.87995 2.83376
O 3.58575 -1.94121 2.65345
H 2.05647 -2.68995 3.79521
H 1.79075 -2.76465 2.03650
H 2.93214 -3.89611 2.82402
H 3.99019 -2.12873 1.79842
C 2.94285 -7.00402 -2.84253
O 1.78177 -6.77273 -2.05269
H 3.31205 -8.00641 -2.63369
H 2.69208 -6.92557 -3.90308
H 3.71639 -6.27482 -2.58891
H 1.47442 -5.88183 -2.25409
C 0.44278 5.17998 9.06025
O 0.92641 4.31769 8.03672
H -0.57273 4.88195 9.31593
H 1.07665 5.09713 9.94654
H 0.43624 6.21318 8.70409
H 1.82391 4.59868 7.82686
```

Calculated values
- total charge = +1
- HOMO level (eV) = -11.39
- relative energy (zero: lowest compared OMol25 entry of this formula, charge and spin) (eV) = 2.458
- orbital gap (eV) = 6.95

These are the Löwdin partial charges, in e, on atoms 1 to 8: -0.05, -0.22, 0.08, -0.47, 0.13, -0.03, 0.09, -0.07

Computed, not measured: C37H21Cl5F3N7O11S2W as an isolated structure, with ωB97M-V with the def2-TZVPD basis set.

Structure (XYZ):
```
87
Properties=species:S:1:pos:R:3
W 0.38354 -1.10711 0.07121
O 0.74409 2.62860 4.81666
C -0.50618 2.70725 4.36219
O -1.30756 3.45451 4.85347
C -0.85370 1.88795 3.16754
C -2.06544 1.92296 2.49477
Cl -3.46897 2.81225 2.79465
N -2.02009 1.04838 1.46713
N -0.82995 0.44297 1.44007
C -0.11938 0.93397 2.43692
C 1.26557 0.42819 2.49445
O 2.06853 0.76277 3.33755
O 1.53096 -0.44794 1.54724
C -3.05825 0.72150 0.54647
C -3.66096 -0.52154 0.64535
C -4.69647 -0.82397 -0.22362
C -5.11015 0.11064 -1.16356
C -4.49036 1.34849 -1.24314
C -3.45186 1.66747 -0.38229
H 1.32120 2.01528 4.29482
H -3.32121 -1.22449 1.39401
H -5.18445 -1.78710 -0.16029
H -5.92151 -0.12668 -1.83561
H -4.81198 2.06920 -1.98026
H -2.93607 2.61622 -0.42892
O -0.70178 -0.14119 -1.08199
C -1.37094 -0.19782 -2.25050
C -1.37420 0.91480 -3.08380
C -2.13075 0.85859 -4.24061
C -2.88034 -0.27360 -4.54838
C -2.86816 -1.37053 -3.70822
C -2.09832 -1.35495 -2.54365
C -1.99508 -2.48505 -1.62972
N -1.31526 -2.53701 -0.48096
C -1.40659 -3.84353 -0.03363
C -2.16813 -4.56085 -0.89470
N -2.53561 -3.68933 -1.88831
H -0.79744 1.78915 -2.81226
H -2.14314 1.70986 -4.90508
H -3.47521 -0.29971 -5.44984
H -3.46713 -2.23449 -3.96643
H -0.90796 -4.17145 0.85929
H -2.47024 -5.58961 -0.89099
H -3.06779 -3.91614 -2.71078
Cl 2.74636 -6.05331 -4.12260
C 2.40930 -5.04847 -2.76797
C 2.96409 -5.36474 -1.51663
Cl 3.98233 -6.73918 -1.35559
C 2.69177 -4.57456 -0.39924
Cl 3.34177 -4.89290 1.14592
C 1.85476 -3.48648 -0.59257
O 1.46162 -2.60102 0.35010
C 1.32779 -3.13201 -1.83163
O 0.64060 -2.01069 -1.81349
C 1.59716 -3.93425 -2.94006
Cl 0.90730 -3.49533 -4.45349
F -1.26419 -1.30282 4.20813
C -0.41467 -2.34102 4.14276
F 0.73304 -1.95607 4.72063
F -0.93498 -3.33370 4.86733
C -0.12504 -2.80226 2.67954
O 0.38433 -3.87927 2.51914
O -0.52034 -1.94252 1.79761
N 4.81487 5.82780 2.98786
C 3.85206 5.22675 2.21475
C 3.99982 5.14782 0.82638
C 3.01814 4.57002 0.04649
C 1.87196 4.06754 0.64038
C 1.70748 4.15615 2.01703
C 2.68365 4.72925 2.80193
S 0.66566 3.24641 -0.31906
O -0.61228 3.36443 0.33940
O 0.79808 3.69857 -1.68902
N 1.06007 1.68991 -0.24834
C 1.86520 1.13247 -1.11384
S 2.56707 1.79431 -2.56406
C 3.32244 0.25091 -2.85180
C 2.94964 -0.65839 -1.94448
N 2.09111 -0.18469 -0.95448
H 5.73198 5.93990 2.59291
H 4.80150 5.63993 3.97547
H 4.88849 5.55146 0.36138
H 3.13458 4.51813 -1.02669
H 0.79828 3.79532 2.46690
H 2.54048 4.79836 3.87142
H 4.01670 0.10658 -3.65782
H 3.32478 -1.66525 -1.89688
```

Calculated values
- HOMO level (eV) = -8.05
- relative energy (zero: lowest compared OMol25 entry of this formula, charge and spin) (eV) = 0.705
- orbital gap (eV) = 6.02

These are the Löwdin partial charges, in e, on atoms 1 to 8: 2.13, 0.12, -0.50, 0.10, -0.05, -0.57, 0.86, -0.02

Which of these has the highest orbital gap? C3H5NO